(1)
{"formula": "C38H54CrIN11O3P2S", "method": "the ωB97M-V functional and the def2-TZVPD basis", "homo_energy_ev": [-12.11, -12.26], "e_tot_ev": -128739.6324, "charge": 2, "s2": 6.01, "multiplicity": 5, "e_lumo_ha": [-0.17365, -0.17369], "relative_energy_kcal_mol": 14.6, "symbols": ["Cr", "I", "C", "C", "C", "C", "C", "C", "C", "C", "C", "P", "C", "C", "C", "C", "C", "C", "C", "C", "C", "C", "C", "C", "C", "H", "H", "H", "H", "H", "H", "H", "H", "H", "H", "H", "H", "H", "H", "H", "H", "N", "N", "C", "N", "N", "N", "O", "O", "H", "H", "H", "H", "H", "O", "P", "N", "C", "C", "C", "C", "N", "C", "C", "C", "C", "N", "C", "C", "C", "C", "H", "H", "H", "H", "H", "H", "H", "H", "H", "H", "H", "H", "H", "H", "H", "H", "H", "H", "H", "H", "H", "H", "H", "H", "N", "C", "C", "N", "H", "H", "H", "H", "H", "H", "H", "H", "H", "S", "C", "N"], "positions_angstrom": [[-0.41, 1.06, -0.69], [-0.77, -1.90, 1.01], [0.45, -3.56, 0.74], [0.78, -4.18, 1.92], [1.54, -5.36, 1.95], [1.88, -5.95, 0.77], [1.53, -5.36, -0.47], [1.78, -6.09, -1.66], [1.42, -5.59, -2.86], [0.90, -4.28, -2.93], [0.70, -3.49, -1.83], [0.46, -1.67, -2.23], [-1.02, -1.78, -3.30], [-2.12, -2.51, -2.83], [-3.31, -2.54, -3.54], [-3.42, -1.85, -4.75], [-2.33, -1.13, -5.22], [-1.15, -1.08, -4.50], [1.87, -1.43, -3.38], [2.98, -0.79, -2.83], [4.13, -0.55, -3.57], [4.17, -0.93, -4.91], [3.07, -1.56, -5.47], [1.94, -1.81, -4.72], [0.88, -4.08, -0.52], [0.41, -3.77, 2.85], [1.79, -5.82, 2.90], [2.38, -6.91, 0.76], [2.25, -7.06, -1.57], [1.56, -6.16, -3.77], [0.69, -3.88, -3.91], [-2.05, -3.06, -1.90], [-4.14, -3.11, -3.17], [-4.34, -1.89, -5.32], [-2.41, -0.60, -6.16], [-0.32, -0.49, -4.87], [2.93, -0.44, -1.80], [4.97, -0.02, -3.13], [5.05, -0.72, -5.51], [3.10, -1.87, -6.51], [1.10, -2.30, -5.20], [-2.42, 1.11, -2.31], [-1.99, 1.88, -3.40], [-0.69, 2.20, -3.54], [-0.34, 3.11, -4.44], [0.15, 1.53, -2.73], [1.42, 2.02, -2.56], [1.89, 1.71, -1.46], [2.02, 2.64, -3.42], [-2.93, 0.30, -2.66], [-3.00, 1.68, -1.71], [-2.67, 2.41, -3.93], [-1.04, 3.71, -4.85], [0.63, 3.35, -4.54], [-1.18, 1.03, 1.19], [-1.21, 1.73, 2.53], [-1.76, 0.65, 3.64], [-1.54, 0.62, 5.12], [-2.74, -0.16, 5.67], [-3.29, -0.92, 4.47], [-3.09, 0.08, 3.35], [-2.21, 3.01, 2.35], [-3.34, 3.08, 1.39], [-4.33, 4.02, 2.07], [-3.43, 4.95, 2.88], [-2.40, 3.98, 3.45], [0.27, 2.26, 3.01], [0.99, 3.11, 2.03], [2.27, 3.48, 2.77], [1.78, 3.69, 4.20], [0.68, 2.64, 4.39], [-1.51, 1.62, 5.55], [-0.60, 0.12, 5.34], [-3.50, 0.52, 6.04], [-2.45, -0.81, 6.49], [-4.33, -1.22, 4.59], [-2.69, -1.82, 4.26], [-3.87, 0.85, 3.38], [-3.11, -0.37, 2.35], [-3.76, 2.09, 1.20], [-2.99, 3.49, 0.45], [-5.00, 3.46, 2.74], [-4.95, 4.55, 1.35], [-3.96, 5.50, 3.66], [-2.94, 5.67, 2.22], [-2.78, 3.50, 4.35], [-1.46, 4.48, 3.69], [0.42, 4.01, 1.78], [1.17, 2.57, 1.11], [2.74, 4.36, 2.35], [2.99, 2.66, 2.72], [1.37, 4.69, 4.30], [2.57, 3.57, 4.94], [-0.14, 3.05, 4.97], [1.06, 1.76, 4.91], [4.22, -2.90, -0.08], [4.19, -1.51, 0.52], [2.74, -1.21, 0.86], [2.36, 0.16, 1.12], [5.15, -3.18, -0.39], [3.59, -2.93, -0.90], [3.86, -3.60, 0.58], [4.59, -0.83, -0.24], [4.85, -1.51, 1.38], [2.43, -1.83, 1.70], [2.13, -1.54, 0.01], [2.64, 0.81, 0.40], [2.62, 0.52, 2.03], [-1.25, 5.72, -1.02], [-0.99, 4.14, -0.84], [-0.84, 2.98, -0.70]]}

=====

(2)
{"formula": "C38H54N4P2S4Ti", "method": "the ωB97M-V functional and the def2-TZVPD basis", "homo_energy_ev": [-0.25, -0.82], "e_tot_ev": -131279.8248, "charge": -2, "s2": 2.03, "multiplicity": 3, "e_lumo_ha": [0.15971, 0.15960], "relative_energy_kcal_mol": 12.5, "symbols": ["Ti", "C", "S", "C", "S", "N", "N", "C", "C", "C", "C", "C", "C", "N", "H", "H", "H", "H", "H", "H", "H", "H", "C", "C", "C", "P", "C", "C", "C", "C", "C", "C", "C", "C", "C", "C", "N", "C", "C", "C", "C", "C", "C", "C", "P", "C", "C", "C", "C", "C", "C", "H", "H", "H", "H", "H", "H", "H", "H", "H", "H", "H", "H", "H", "H", "H", "H", "H", "H", "H", "H", "H", "H", "H", "H", "H", "H", "H", "H", "H", "H", "H", "H", "H", "H", "H", "H", "H", "H", "H", "H", "C", "C", "S", "C", "C", "S", "H", "H", "H", "H", "H", "H"], "positions_angstrom": [[-0.40, 0.17, 0.16], [-0.18, -6.18, 1.95], [1.01, -4.88, 2.33], [0.52, -3.49, 1.21], [-0.18, -3.82, -0.30], [0.95, -2.42, 1.78], [0.81, -1.11, 1.32], [1.57, -0.34, 2.09], [1.44, 1.05, 2.12], [2.03, 1.82, 3.15], [1.70, 3.13, 3.30], [0.80, 3.71, 2.37], [0.33, 2.95, 1.35], [0.61, 1.64, 1.18], [0.28, -7.14, 2.19], [-0.42, -6.12, 0.89], [-1.09, -6.05, 2.54], [2.22, -0.83, 2.80], [2.69, 1.31, 3.85], [2.12, 3.71, 4.12], [0.48, 4.74, 2.46], [-0.33, 3.38, 0.61], [4.11, 1.49, -3.81], [2.76, 2.18, -3.65], [1.73, 1.55, -4.59], [2.10, 2.28, -1.86], [3.29, 3.67, -1.36], [2.56, 4.98, -1.72], [3.75, 3.72, 0.11], [2.86, 0.75, -1.15], [4.19, 0.70, -0.69], [4.79, -0.46, -0.25], [6.21, -0.46, 0.25], [4.06, -1.64, -0.33], [2.77, -1.64, -0.82], [2.11, -0.46, -1.19], [0.74, -0.46, -1.57], [0.35, -1.43, -2.50], [1.26, -2.03, -3.39], [0.85, -2.94, -4.36], [-0.47, -3.31, -4.50], [-0.93, -4.33, -5.52], [-1.39, -2.71, -3.64], [-1.02, -1.80, -2.66], [-2.15, -0.90, -1.54], [-2.91, 0.27, -2.80], [-1.82, 1.25, -3.25], [-3.55, -0.31, -4.06], [-3.62, -1.93, -0.99], [-3.34, -2.64, 0.34], [-4.25, -2.98, -1.92], [4.47, 1.63, -4.84], [4.01, 0.41, -3.63], [4.87, 1.87, -3.13], [2.87, 3.23, -3.94], [1.47, 0.54, -4.28], [2.12, 1.51, -5.61], [0.81, 2.14, -4.60], [4.16, 3.60, -2.01], [1.64, 5.07, -1.15], [2.29, 5.00, -2.78], [3.19, 5.85, -1.52], [3.41, 2.88, 0.70], [3.37, 4.62, 0.61], [4.84, 3.74, 0.18], [4.78, 1.60, -0.71], [6.50, 0.54, 0.60], [6.91, -0.76, -0.53], [6.33, -1.16, 1.08], [4.50, -2.57, 0.01], [2.22, -2.58, -0.87], [2.31, -1.78, -3.32], [1.60, -3.38, -5.01], [-0.10, -4.64, -6.16], [-1.72, -3.92, -6.16], [-1.33, -5.23, -5.04], [-2.43, -2.99, -3.72], [-3.66, 0.81, -2.22], [-1.12, 0.71, -3.91], [-1.25, 1.66, -2.43], [-2.26, 2.08, -3.82], [-2.80, -0.80, -4.68], [-3.97, 0.52, -4.64], [-4.35, -1.01, -3.87], [-4.35, -1.13, -0.80], [-2.67, -3.49, 0.18], [-4.28, -3.02, 0.77], [-2.88, -1.98, 1.06], [-3.52, -3.76, -2.16], [-4.64, -2.57, -2.85], [-5.08, -3.45, -1.40], [-3.86, 0.96, 3.61], [-2.99, 1.02, 2.37], [-1.62, -0.08, 2.35], [-3.28, 1.85, 1.36], [-4.50, 2.74, 1.39], [-2.32, 1.93, -0.11], [-3.38, 0.33, 4.36], [-4.85, 0.55, 3.40], [-4.01, 1.96, 4.05], [-4.64, 3.22, 2.37], [-5.42, 2.17, 1.18], [-4.42, 3.52, 0.63]]}

=====

(3)
{"formula": "C38H55GaN3O3Si3Te", "method": "the ωB97M-V functional and the def2-TZVPD basis", "homo_energy_ev": -10.41, "e_tot_ev": -134210.8287, "charge": 1, "e_lumo_ha": -0.09650, "symbols": ["Ga", "C", "O", "C", "C", "C", "C", "C", "C", "N", "C", "N", "C", "C", "C", "C", "C", "C", "O", "C", "N", "C", "C", "C", "C", "C", "C", "O", "C", "H", "H", "H", "H", "H", "H", "H", "H", "H", "H", "H", "H", "H", "H", "H", "H", "H", "H", "H", "H", "H", "H", "C", "Si", "C", "C", "C", "Te", "C", "Si", "C", "C", "C", "H", "H", "H", "H", "H", "H", "H", "H", "H", "H", "H", "H", "H", "H", "H", "H", "H", "H", "H", "H", "H", "H", "C", "Si", "C", "C", "C", "C", "C", "C", "C", "H", "H", "H", "H", "H", "H", "H", "H", "H", "H", "H"], "positions_angstrom": [[0.00, -0.74, 0.05], [-8.05, -1.41, 0.37], [-6.70, -1.30, -0.01], [-6.33, -1.81, -1.22], [-7.18, -2.43, -2.13], [-6.69, -2.94, -3.32], [-5.34, -2.86, -3.61], [-4.48, -2.25, -2.72], [-4.96, -1.71, -1.53], [-4.12, -1.16, -0.54], [-2.86, -0.67, -0.66], [-2.50, -0.15, -1.84], [-1.32, 0.52, -2.22], [-0.24, 0.73, -1.36], [0.85, 1.45, -1.88], [0.87, 1.91, -3.18], [-0.18, 1.63, -4.04], [-1.29, 0.94, -3.57], [-2.35, 0.56, -4.35], [-2.13, 0.45, -5.74], [-2.05, -0.65, 0.38], [-2.58, -1.05, 1.64], [-2.54, -2.41, 1.97], [-3.08, -2.88, 3.15], [-3.65, -1.99, 4.04], [-3.67, -0.65, 3.75], [-3.14, -0.14, 2.55], [-3.25, 1.21, 2.44], [-2.60, 1.93, 1.42], [-8.13, -0.89, 1.32], [-8.35, -2.46, 0.50], [-8.71, -0.93, -0.36], [-8.23, -2.52, -1.91], [-7.36, -3.43, -4.01], [-4.94, -3.29, -4.52], [-3.42, -2.23, -2.94], [-4.45, -1.31, 0.40], [-3.21, -0.13, -2.56], [1.71, 1.62, -1.24], [1.73, 2.44, -3.55], [-0.13, 1.94, -5.07], [-2.07, 1.43, -6.23], [-3.00, -0.09, -6.13], [-1.22, -0.12, -5.95], [-2.10, -3.09, 1.25], [-3.05, -3.94, 3.36], [-4.08, -2.34, 4.97], [-4.10, 0.07, 4.43], [-2.66, 2.98, 1.73], [-3.11, 1.83, 0.46], [-1.55, 1.64, 1.31], [-1.07, 2.51, 5.04], [0.10, 1.11, 5.55], [-0.28, 0.41, 7.28], [1.93, 1.66, 5.43], [-0.11, -0.38, 4.35], [1.09, -0.25, 2.55], [1.41, -2.37, 2.43], [3.28, -2.76, 2.55], [3.84, -2.09, 4.24], [4.09, -1.80, 1.12], [3.51, -4.63, 2.36], [-1.01, 3.33, 5.75], [-2.10, 2.18, 5.00], [-0.82, 2.91, 4.06], [-0.24, 1.20, 8.03], [0.43, -0.35, 7.58], [-1.27, -0.03, 7.33], [2.14, 2.49, 6.10], [2.17, 1.97, 4.42], [2.60, 0.85, 5.70], [-1.16, -0.53, 4.08], [0.24, -1.29, 4.84], [0.99, -2.74, 1.48], [0.85, -2.83, 3.24], [3.52, -1.05, 4.38], [4.91, -2.12, 4.36], [3.41, -2.67, 5.05], [3.75, -0.76, 1.10], [3.84, -2.25, 0.16], [5.17, -1.79, 1.21], [2.84, -5.19, 3.00], [4.53, -4.92, 2.60], [3.32, -4.95, 1.34], [2.14, -1.86, -2.60], [0.84, -2.62, -1.42], [-0.73, -3.00, -2.47], [1.42, -4.34, -0.86], [0.66, -5.07, 0.05], [0.97, -6.38, 0.36], [2.06, -6.99, -0.22], [2.84, -6.28, -1.13], [2.52, -4.97, -1.44], [2.22, -2.44, -3.52], [3.13, -1.83, -2.15], [1.85, -0.85, -2.87], [-0.60, -3.93, -3.03], [-0.92, -2.21, -3.18], [-1.61, -3.12, -1.84], [-0.20, -4.59, 0.51], [0.35, -6.92, 1.06], [2.31, -8.01, 0.02], [3.70, -6.75, -1.59], [3.12, -4.43, -2.16]]}

=====

(4)
{"formula": "C38H56BBr63NO5", "method": "the ωB97M-V functional and the def2-TZVPD basis", "homo_energy_ev": -5.01, "e_tot_ev": -4465388.2979, "charge": -1, "e_lumo_ha": 0.03205, "symbols": ["C", "C", "C", "C", "C", "C", "C", "C", "C", "C", "C", "C", "O", "C", "C", "O", "B", "O", "C", "C", "C", "O", "N", "O", "H", "H", "H", "H", "H", "H", "H", "H", "H", "H", "H", "H", "H", "H", "H", "H", "H", "H", "H", "H", "H", "H", "H", "H", "H", "H", "H", "H", "H", "H", "H", "H", "H", "H", "H", "C", "Br", "Br", "Br", "H", "C", "Br", "Br", "Br", "H", "C", "Br", "Br", "Br", "H", "C", "Br", "Br", "Br", "H", "C", "Br", "Br", "Br", "H", "C", "Br", "Br", "Br", "H", "C", "Br", "Br", "Br", "H", "C", "Br", "Br", "Br", "H", "C", "Br", "Br", "Br", "H", "C", "Br", "Br", "Br", "H", "C", "Br", "Br", "Br", "H", "C", "Br", "Br", "Br", "H", "C", "Br", "Br", "Br", "H", "C", "Br", "Br", "Br", "H", "C", "Br", "Br", "Br", "H", "C", "Br", "Br", "Br", "H", "C", "Br", "Br", "Br", "H", "C", "Br", "Br", "Br", "H", "C", "Br", "Br", "Br", "H", "C", "Br", "Br", "Br", "H", "C", "Br", "Br", "Br", "H"], "positions_angstrom": [[4.12, -2.84, 2.74], [4.13, -3.40, 1.32], [2.76, -3.25, 0.64], [2.84, -3.04, -0.88], [1.81, -2.03, -1.42], [2.42, -0.65, -1.73], [2.22, 0.39, -0.59], [1.17, 1.46, -0.88], [-0.17, 0.87, -1.34], [-0.92, 0.25, -0.16], [-2.29, -0.26, -0.58], [-3.15, -0.71, 0.63], [-4.22, -1.46, 0.04], [-4.75, -2.51, 0.84], [-5.63, -3.37, -0.08], [-2.30, -1.41, 1.43], [-2.20, -0.82, 2.82], [-2.69, 0.59, 2.58], [-3.61, 0.50, 1.53], [-4.97, 0.31, 2.22], [-3.74, 1.86, 0.80], [-2.59, 2.70, 0.97], [-2.71, 3.37, 2.15], [-1.71, 3.87, 2.49], [3.19, -3.13, 3.24], [4.95, -3.21, 3.34], [4.15, -1.75, 2.72], [4.35, -4.46, 1.40], [4.91, -2.94, 0.73], [2.21, -2.42, 1.11], [2.21, -4.17, 0.83], [2.69, -4.01, -1.36], [3.86, -2.73, -1.15], [1.00, -1.95, -0.71], [1.41, -2.44, -2.35], [3.49, -0.77, -1.86], [2.04, -0.22, -2.65], [2.02, -0.11, 0.35], [3.19, 0.88, -0.46], [1.53, 2.17, -1.63], [0.95, 2.00, 0.04], [-0.78, 1.66, -1.80], [-0.02, 0.11, -2.12], [-0.97, 0.96, 0.66], [-0.36, -0.62, 0.16], [-2.84, 0.43, -1.22], [-2.15, -1.18, -1.16], [-5.39, -2.12, 1.63], [-3.97, -3.13, 1.25], [-4.99, -4.12, -0.54], [-6.46, -3.82, 0.45], [-5.99, -2.74, -0.90], [-2.90, -1.44, 3.62], [-0.99, -0.82, 3.09], [-5.14, 1.18, 2.86], [-5.79, 0.31, 1.49], [-4.99, -0.61, 2.81], [-3.91, 1.74, -0.27], [-4.61, 2.38, 1.19], [5.04, 1.16, 2.64], [5.79, 0.58, 0.96], [3.13, 1.02, 2.70], [5.86, 0.22, 4.11], [5.28, 2.21, 2.75], [-8.98, -0.58, -0.35], [-8.63, -0.76, 1.53], [-7.37, -0.56, -1.39], [-10.21, -1.92, -0.97], [-9.47, 0.38, -0.49], [7.73, 4.29, 4.08], [8.33, 3.60, 2.39], [5.82, 4.16, 4.27], [8.63, 3.41, 5.53], [7.98, 5.34, 4.12], [-3.24, 5.54, 6.08], [-3.29, 4.73, 4.35], [-2.42, 4.33, 7.33], [-2.37, 7.27, 6.08], [-4.25, 5.71, 6.42], [3.27, -4.27, 6.46], [4.02, -2.49, 6.39], [1.39, -4.24, 6.12], [4.20, -5.47, 5.27], [3.42, -4.64, 7.46], [6.32, -7.07, 0.19], [6.61, -6.09, 1.82], [6.03, -8.94, 0.54], [4.89, -6.31, -0.84], [7.22, -6.99, -0.40], [-3.01, 2.74, -3.81], [-3.65, 4.21, -4.87], [-4.46, 1.61, -3.25], [-1.64, 1.74, -4.70], [-2.57, 3.15, -2.91], [-4.56, 1.11, 7.06], [-4.59, -0.62, 7.89], [-3.48, 1.13, 5.49], [-6.34, 1.76, 6.70], [-4.12, 1.79, 7.77], [9.43, -1.89, 4.90], [7.82, -2.82, 5.40], [9.21, 0.01, 5.05], [10.96, -2.52, 5.88], [9.61, -2.11, 3.85], [-7.27, 6.83, -5.38], [-6.93, 6.65, -3.50], [-5.63, 6.84, -6.40], [-8.50, 5.49, -6.02], [-7.74, 7.79, -5.54], [6.03, 5.66, -0.29], [6.22, 6.71, 1.31], [5.72, 3.80, 0.08], [4.67, 6.39, -1.44], [6.97, 5.73, -0.82], [1.77, 3.29, -7.22], [2.32, 5.09, -6.79], [2.04, 2.10, -5.74], [-0.03, 3.26, -7.87], [2.41, 2.95, -8.02], [7.65, 5.04, -4.27], [8.23, 6.81, -3.79], [7.85, 3.82, -2.79], [5.87, 5.04, -4.98], [8.31, 4.69, -5.05], [0.08, 6.27, -11.27], [-1.55, 6.46, -10.28], [1.41, 7.53, -10.71], [0.74, 4.46, -11.18], [-0.14, 6.48, -12.31], [2.88, -5.45, -4.63], [1.40, -5.50, -3.42], [4.15, -4.09, -4.15], [3.72, -7.18, -4.76], [2.50, -5.21, -5.61], [-9.65, -2.62, -5.51], [-11.14, -3.55, -4.73], [-9.98, -0.73, -5.65], [-8.02, -2.99, -4.58], [-9.52, -3.00, -6.51], [-7.63, 1.14, -8.66], [-6.95, -0.43, -9.55], [-6.44, 1.76, -7.30], [-8.07, 2.52, -9.92], [-8.55, 0.85, -8.17], [0.51, -0.52, 10.92], [0.43, 1.32, 11.48], [0.88, -1.69, 12.40], [-1.08, -1.04, 9.98], [1.33, -0.61, 10.23], [-6.88, -4.16, -8.52], [-6.22, -4.96, -10.14], [-8.81, -4.30, -8.41], [-6.03, -4.88, -6.96], [-6.64, -3.11, -8.56], [1.02, 1.66, 15.43], [0.33, 3.24, 16.29], [2.94, 1.70, 15.32], [0.39, 0.06, 16.28], [0.64, 1.66, 14.42], [7.70, -7.43, -4.23], [7.69, -5.86, -3.12], [9.46, -7.81, -4.90], [6.96, -8.94, -3.31], [7.07, -7.22, -5.08]]}